[1]
ORCA calculation (ωB97M-V with the def2-TZVPD basis set) on the molecule C12H17N3O4S.

Summary:
Gap between HOMO and LUMO = 9.3 eV
DFT total energy = -36215.3748 eV
LUMO = 0.010 hartree
ΔE to the lowest compared entry with this formula, charge and spin = 43.4 kcal per mole
Structure (SMILES) = COCc1cc(=O)[nH]c(SCC(=O)N2CCOCC2)n1

Last column: Mulliken charge in e.
Element x y z (Å)
S (1.7380, 1.4665, -2.0217)  -0.199
O (-3.9005, -0.1090, 0.0491)  -0.291
O (0.7758, -2.6393, 0.2942)  -0.428
O (-0.9101, 3.6197, 1.5868)  -0.656
O (2.4859, 1.5900, 1.5298)  -0.654
N (-0.6399, 0.7573, -1.2405)  -0.492
N (2.5005, -0.4247, 0.5302)  -0.006
N (0.2337, 2.5593, -0.0577)  0.078
C (3.0715, 1.5877, -0.7647)  -1.134
C (2.6364, -1.3408, -0.5812)  -0.721
C (0.6327, -1.7309, 1.3621)  -0.055
C (2.6644, 0.9094, 0.5358)  0.874
C (1.2762, -1.9999, -0.8589)  -0.144
C (-0.9009, 2.7305, 0.7714)  0.057
C (-1.9368, 1.7672, 0.4915)  -0.281
C (-1.7743, 0.8398, -0.4843)  0.190
C (1.9738, -1.0803, 1.7141)  -0.815
C (0.3030, 1.6008, -0.9949)  0.316
C (-4.8923, -1.0642, -0.2296)  -0.728
C (-2.8024, -0.1986, -0.8179)  -0.285
H (-4.5020, -2.0844, -0.1292)  0.295
H (3.2846, 2.6364, -0.5552)  0.448
H (-5.6861, -0.9057, 0.4970)  0.247
H (-3.1137, -0.0561, -1.8666)  0.362
H (1.0146, 3.1749, 0.1433)  0.254
H (-0.0956, -0.9483, 1.1001)  -0.066
H (0.2532, -2.3073, 2.2068)  0.396
H (-5.2931, -0.9384, -1.2430)  0.298
H (1.8514, -0.3327, 2.4979)  0.457
H (2.6829, -1.8482, 2.0397)  0.283
H (1.3820, -2.7778, -1.6163)  0.393
H (3.9470, 1.1312, -1.2229)  0.522
H (-2.3304, -1.1941, -0.7554)  0.277
H (2.9869, -0.8383, -1.4787)  0.409
H (3.3580, -2.1156, -0.2947)  0.324
H (0.5652, -1.2387, -1.2126)  -0.025
H (-2.8398, 1.8024, 1.0758)  0.498

Atoms 1-6, force components in eV/Å:
S 0.23 0.13 0.01
O 0.25 0.21 0.03
O -0.02 -0.24 0.03
O -0.06 0.25 0.29
O 0.02 0.32 0.19
N 0.09 -0.21 -0.38

---

[2]
ORCA calculation (ωB97M-V with the def2-TZVPD basis set) on the molecule C12H17N5O3 in a non-equilibrium geometry.

Summary:
Gap between HOMO and LUMO = 9.7 eV
DFT total energy = -26313.5368 eV
LUMO = 0.023 hartree
ΔE to the lowest compared entry with this formula, charge and spin = 27.9 kcal per mole
Structure (SMILES) = O=C(CCCCCN1C(=O)CCC1=O)Nc1nnc[nH]1

Last column: Mulliken charge in e.
Element x y z (Å)
O (2.2284, -0.0662, 1.9850)  -0.666
O (0.7213, -1.6135, -1.9787)  -0.584
O (-2.2417, 0.0504, -4.8796)  -0.611
N (0.9513, 1.0817, 3.4725)  -0.065
N (2.7192, 2.5803, 6.0579)  -0.520
N (1.5834, 2.3130, 5.3142)  -0.402
N (3.2171, 1.2202, 4.4523)  -0.051
N (-1.1479, -0.8622, -3.0897)  0.245
C (-2.3301, 0.3510, 0.3994)  -0.932
C (-1.6220, 0.0988, -2.0400)  -0.788
C (-0.9912, 0.8791, 1.0529)  -0.680
C (1.1390, 0.3022, 2.3493)  0.356
C (0.4838, -2.1733, -4.3303)  -0.343
C (-2.1571, -0.6195, -0.7789)  -0.462
C (-0.4862, -1.5133, -5.3157)  -0.419
C (0.0723, -1.5112, -3.0078)  0.219
C (-0.0621, -0.2751, 1.5800)  -0.230
C (-1.4246, -0.7147, -4.4200)  0.324
C (3.7447, 1.9625, 5.4808)  -0.070
C (1.9180, 1.5053, 4.3624)  0.387
H (0.3393, -3.2189, -4.2779)  0.282
H (-0.7477, 0.6675, -1.7452)  0.383
H (-3.1784, -1.0756, -1.0330)  0.279
H (-0.6518, -0.9433, 2.2491)  0.341
H (3.7465, 0.6147, 3.8572)  0.191
H (4.7890, 2.0247, 5.7497)  0.393
H (1.4954, -1.9154, -4.5973)  0.290
H (-2.9568, -0.1107, 1.1855)  0.362
H (0.0062, -0.8309, -6.0068)  0.268
H (-2.4119, 0.7885, -2.4006)  0.374
H (-1.0638, -2.2118, -5.8842)  0.265
H (-2.8822, 1.2142, 0.0077)  0.364
H (-0.3852, 1.4597, 0.4012)  0.220
H (-1.4827, -1.4116, -0.4705)  0.330
H (-0.0008, 1.3982, 3.6529)  0.227
H (0.2800, -0.8955, 0.7067)  0.146
H (-1.2106, 1.4506, 1.9396)  0.576

Atoms 1-6, force components in eV/Å:
O 1.35 0.33 0.34
O -0.65 0.43 -0.77
O -0.25 -0.17 0.42
N -0.87 -0.69 -1.21
N 0.98 0.09 -0.65
N 0.30 0.61 1.23

---

[3]
ORCA calculation (ωB97M-V with the def2-TZVPD basis set) on a structure of composition C12H17N5OPbS4 in a non-equilibrium geometry.

Summary:
Gap between HOMO and LUMO = 7.2 eV
DFT total energy = -70806.2046 eV
LUMO = -0.012 hartree
ΔE to the lowest compared entry with this formula, charge and spin = 0.0 kcal per mole

Last column: Mulliken charge in e.
Element x y z (Å)
Pb (2.0292, -0.2033, 0.7376)  0.941
S (0.2856, 0.4030, -5.6462)  -0.385
S (4.8332, -1.9587, -0.3808)  0.360
S (0.7084, -1.2673, -3.1976)  -0.062
S (-0.0365, -1.5680, -0.2369)  -0.401
O (4.9785, -2.6995, 0.9191)  -0.682
N (1.2047, 0.5386, 3.2950)  -0.491
N (-0.9539, 0.2723, -1.9240)  -0.806
N (3.6953, -1.0233, -0.5066)  -0.421
N (-0.9120, 0.6935, -3.2346)  0.562
N (2.4097, -2.3179, 1.9333)  -0.491
C (-0.1507, 0.0446, 3.5801)  -0.589
C (-2.1785, 2.5715, -2.4202)  -0.382
C (-2.2614, 2.0250, -4.7897)  -0.480
C (1.9140, -2.5267, 3.3031)  -0.832
C (-0.1437, -0.7892, -1.7441)  0.213
C (-0.1667, -1.3346, 4.2451)  -0.887
C (-3.0537, 3.6140, -2.6300)  -0.526
C (0.3853, -2.4580, 3.3647)  -0.122
C (-0.0493, 0.0342, -4.0732)  0.252
C (-1.7720, 1.7790, -3.5100)  0.695
C (-3.5501, 3.8850, -3.9141)  -0.474
C (-3.1434, 3.0824, -4.9866)  -0.621
H (-1.7693, 2.3107, -1.4593)  0.505
H (-4.2440, 4.6942, -4.0756)  0.384
H (0.3715, -1.2943, 5.2032)  0.347
H (-3.5229, 3.2826, -5.9851)  0.351
H (-1.2042, -1.5528, 4.5002)  0.387
H (1.8082, 0.4038, 4.1074)  0.188
H (-3.3793, 4.2211, -1.7937)  0.342
H (1.1898, 1.5370, 3.1461)  0.292
H (2.3858, -1.7785, 3.9562)  0.413
H (1.9981, -2.9969, 1.3006)  0.280
H (3.4279, -2.4596, 1.8442)  0.377
H (2.2657, -3.4934, 3.6948)  0.426
H (-1.9495, 1.3881, -5.5998)  0.240
H (-0.7116, 0.7442, 4.2227)  0.382
H (0.0274, -3.4149, 3.7527)  0.290
H (-0.6942, -0.0008, 2.6315)  0.278
H (-0.0711, -2.3869, 2.3706)  0.146

Atoms 1-6, force components in eV/Å:
Pb -0.38 0.51 0.09
S 0.35 -0.30 -0.07
S -0.32 -0.30 1.37
S -0.39 0.39 0.40
S 0.20 -0.73 0.73
O 0.21 0.52 -1.26

---

[4]
ORCA calculation (ωB97M-V with the def2-TZVPD basis set) on a structure of composition C12H17N9O3Pt.

Summary:
Gap between HOMO and LUMO = 8.9 eV
DFT total energy = -35504.8521 eV
LUMO = -0.242 hartree
ΔE to the lowest compared entry with this formula, charge and spin = 15.2 kcal per mole
Charge = +2

Last column: Mulliken charge in e.
Element x y z (Å)
Pt (0.7702, 0.0604, -0.6087)  0.848
O (0.0901, -3.7238, -2.5302)  -0.732
O (-0.8106, -1.7937, -2.7893)  -0.662
O (-0.1986, -1.4679, 1.6202)  -0.602
N (1.7468, -4.0899, -0.7468)  -0.326
N (0.7655, -1.9729, -1.2729)  -0.476
N (-0.9980, 1.0195, -1.1035)  -0.203
N (-1.9989, -2.7776, 1.1894)  -0.328
N (-1.1128, -2.6614, 3.3135)  -0.442
N (1.2038, 1.9528, -0.0894)  -0.200
N (2.2834, -0.7938, 0.5008)  -0.545
N (2.4518, -2.1604, 0.2314)  -0.346
N (-0.0172, -2.5425, -2.2776)  1.203
C (-2.1023, 0.4868, -1.6366)  -0.126
C (2.6954, 3.6950, 0.5532)  -0.781
C (-2.2746, 2.9676, -0.5470)  -0.579
C (0.3715, 4.1523, 0.2614)  -0.861
C (1.6384, 4.5911, 0.6023)  -0.418
C (-3.4168, 2.4009, -1.0929)  -0.528
C (-1.0862, 2.2676, -0.5766)  0.739
C (-1.0652, -2.2551, 2.0284)  0.593
C (2.4381, 2.3893, 0.1994)  0.152
C (-3.3187, 1.1461, -1.6584)  -0.827
C (1.6166, -2.7828, -0.6272)  0.977
C (0.1800, 2.8265, -0.0903)  0.833
H (-0.4580, 4.8424, 0.2512)  0.323
H (1.9047, -0.6902, 1.4487)  0.402
H (-2.3143, 3.9483, -0.0981)  0.335
H (-1.9948, -0.4906, -2.0692)  0.675
H (-4.3564, 2.9360, -1.0772)  0.473
H (-4.1688, 0.6625, -2.1176)  0.436
H (1.2050, -4.5756, -1.4485)  0.224
H (1.8032, 5.6230, 0.8803)  0.470
H (3.1904, -0.3398, 0.4293)  0.334
H (-0.4427, -2.2805, 3.9564)  0.223
H (-2.7660, -3.3341, 1.5246)  0.217
H (-2.0901, -2.3630, 0.2807)  0.171
H (2.4411, -4.5890, -0.2154)  0.163
H (3.2470, 1.6791, 0.1176)  0.373
H (3.0611, -2.6841, 0.8403)  0.225
H (-1.8216, -3.2772, 3.6703)  0.173
H (3.7082, 3.9989, 0.7740)  0.421

Atoms 1-6, force components in eV/Å:
Pt -0.15 -0.15 -0.25
O -0.14 0.17 -0.42
O 0.38 -0.10 -0.23
O 0.18 -0.07 0.07
N 0.16 -0.01 0.17
N -0.25 0.39 -0.03